Entry 1:
Molecular formula: C25H12F5N7OReS2Se2
Method: DFT, ωB97M-V with the def2-TZVPD basis set

Element x y z (Å)
Re (-0.0039, -0.3545, 0.2483)
Se (1.0226, 0.8180, -1.7383)
Se (1.5815, -7.5323, -1.9864)
S (-1.9653, -2.9606, 3.8187)
S (-0.7621, 1.2727, -3.0130)
F (-3.0838, 2.9475, 1.2706)
F (-1.7419, 1.1079, -0.0540)
F (-1.7795, 3.9134, -3.8930)
F (-3.2138, 5.7090, -2.5263)
F (-3.8594, 5.2607, 0.0713)
O (2.8844, 5.3245, 2.0934)
N (1.3582, -1.8519, 0.4895)
N (-0.7017, -1.8681, -1.0660)
N (0.4783, 1.2876, 1.5902)
N (-0.9907, -1.3033, 1.7857)
N (0.3575, -6.3458, -2.5177)
N (2.5772, 4.5275, -0.0070)
N (2.2707, -6.4393, -0.7563)
C (-2.1783, -2.8166, -2.6790)
C (-2.7558, 3.1857, 0.0020)
C (-1.7904, -1.7849, -1.8329)
C (-2.0300, 2.2584, -0.7188)
C (-1.6566, 2.4533, -2.0427)
C (-1.4274, -3.9778, -2.7226)
C (1.1294, -3.0121, -0.1750)
C (1.4128, 3.4814, 1.8278)
C (0.0108, -3.0022, -1.0917)
C (-2.0842, 3.6433, -2.6244)
C (2.3728, 4.5256, 1.3355)
C (1.8827, -4.1608, 0.0303)
C (3.0761, -2.9834, 1.7182)
C (-2.8276, 4.5834, -1.9314)
C (1.3773, 2.2275, 1.2562)
C (0.5248, -5.2798, -1.7909)
C (-0.3378, 1.5605, 2.6219)
C (-3.1587, 4.3597, -0.6085)
C (1.5934, -5.3298, -0.8106)
C (2.3159, -1.8611, 1.4256)
C (0.5519, 3.7642, 2.8801)
C (2.8724, -4.1481, 1.0043)
C (-0.3135, -4.0824, -1.8962)
C (-1.3997, -2.0067, 2.6343)
C (-0.3096, 2.7689, 3.3002)
H (-3.0689, -2.7005, -3.2794)
H (2.0912, 1.9496, 0.4962)
H (3.4486, -5.0445, 1.1889)
H (-1.0413, 0.7837, 2.8862)
H (2.1942, 3.8230, -0.6163)
H (3.2479, 5.1790, -0.3775)
H (0.5754, 4.7413, 3.3444)
H (3.8288, -2.9256, 2.4912)
H (2.4752, -0.9246, 1.9411)
H (-0.9816, 2.9187, 4.1333)
H (-2.3623, -0.8728, -1.7608)
H (-1.6862, -4.8062, -3.3686)

As for the energy relative to the best compared isomer or geometry (same formula, charge and spin): 12.9 kcal/mol. The LUMO energy (spin up / spin down) is -1.064 / -1.065 eV. Its spin multiplicity is 2. For the HOMO energy (spin up / spin down), the calculation gives -6.814 / -6.425 eV. The charge is 0. The total energy is -7595.33154 Eh. Its frontier orbital gap (spin up / spin down) is 5.75 / 5.36 eV.


Entry 2:
Molecular formula: C25H13BrCoN6O6S
Method: DFT, ωB97M-V with the def2-TZVPD basis set

Element x y z (Å)
Br (1.6773, -5.8706, 4.4987)
Co (0.8735, 0.2314, 1.0482)
S (-4.4631, 0.9682, -4.2606)
O (4.0853, 2.8297, -0.8110)
O (-1.0796, 2.4656, 3.7340)
O (3.3038, 1.0306, 0.2769)
O (0.3965, -2.4444, -0.7982)
O (0.1933, 0.8366, 2.8368)
O (1.2552, -1.6317, 1.1219)
N (-2.8672, 0.8553, -4.4069)
N (-4.6001, 0.8358, -2.6655)
N (0.6251, 0.3247, -1.0930)
N (1.2373, 2.3256, 1.1623)
N (1.0116, -6.3129, 0.4762)
N (-1.2719, 0.1206, 0.7721)
C (0.7337, 4.9715, 0.6863)
C (1.7875, 4.3317, 0.0324)
C (-2.3740, 0.7100, -3.1920)
C (1.2926, -4.1933, 2.2235)
C (-0.2896, 2.0335, 2.9327)
C (-0.6496, 0.4515, -1.5027)
C (-1.6797, 0.3812, -0.4816)
C (1.3281, 0.2609, -3.3723)
C (-3.3812, 0.6972, -2.1806)
C (1.0442, -3.9759, 0.8773)
C (0.3154, 2.9543, 1.8690)
C (-3.9755, 0.3750, 0.2355)
C (0.0424, 0.4844, -3.8062)
C (-2.1673, -0.0400, 1.7361)
C (-3.0381, 0.4967, -0.7950)
C (-3.5341, 0.0977, 1.5089)
C (2.0196, 3.0028, 0.3241)
C (0.9147, -5.0727, 0.0274)
C (1.5755, 0.1749, -2.0064)
C (0.8724, -2.5886, 0.3128)
C (3.1897, 2.1804, -0.0965)
C (1.3757, -5.4981, 2.6746)
C (0.0175, 4.2916, 1.6609)
C (1.2246, -6.5383, 1.7631)
C (-0.9799, 0.5565, -2.8579)
H (1.2730, -7.5725, 2.0830)
H (-4.2247, -0.0191, 2.3310)
H (2.4304, 4.8544, -0.6615)
H (-0.7459, 4.7683, 2.2599)
H (1.4192, -3.3598, 2.9009)
H (0.5063, 6.0056, 0.4660)
H (2.1447, 0.1448, -4.0699)
H (2.5643, -0.0415, -1.6355)
H (-5.0273, 0.4819, 0.0052)
H (-1.7781, -0.2801, 2.7159)
H (4.8656, 2.2793, -0.9727)
H (-0.2018, 0.5656, -4.8571)
H (0.7324, -4.9366, -1.0303)

The LUMO energy (spin up / spin down) is -3.972 / -5.948 eV. Its spin multiplicity is 5. For the HOMO energy (spin up / spin down), the calculation gives -11.254 / -11.251 eV. The charge is +1. The total energy is -6095.33500 Eh. Its frontier orbital gap (spin up / spin down) is 7.28 / 5.30 eV.


Entry 3:
Molecular formula: C25H13CdCl5NO6Te
Method: DFT, ωB97M-V with the def2-TZVPD basis set

Element x y z (Å)
Te (0.9400, -1.0351, -0.1443)
Cd (1.3857, 2.2571, -0.2166)
Cl (-4.9554, 1.9197, -2.5388)
Cl (-3.3506, 1.6918, 0.1095)
Cl (-3.4563, 2.0884, -5.2619)
Cl (-0.3368, 1.9811, -5.2965)
Cl (1.2279, 1.6908, -2.6543)
O (3.8359, -0.2317, 1.8897)
O (0.1901, 5.7266, 1.7484)
O (0.6386, 4.2896, 0.0990)
O (-0.4890, 1.4090, -0.2709)
O (2.8176, 3.2749, 5.6191)
O (3.0263, 0.8930, 0.1462)
N (2.0243, 2.7437, 1.6640)
C (-1.5379, -1.5225, -1.9599)
C (-3.8288, -1.6255, -1.2586)
C (1.0487, -3.9070, 1.0576)
C (-2.0745, -1.4269, 0.3615)
C (-1.1898, 1.8475, -3.8121)
C (3.2886, 0.7304, 1.3813)
C (-2.5779, 1.9072, -3.7995)
C (2.5465, 3.1263, 4.3023)
C (1.4919, 3.7948, 2.2617)
C (1.7330, 4.0237, 3.6072)
C (2.8124, 1.8837, 2.2903)
C (1.3681, -5.9750, -0.1112)
C (1.5221, -5.2726, -1.2945)
C (-1.1270, 1.5925, -1.3650)
C (1.1328, -5.2881, 1.0677)
C (-1.1218, -1.4120, -0.6436)
C (3.1121, 2.0398, 3.6304)
C (-3.4212, -1.5304, 0.0611)
C (1.1970, -3.1936, -0.1214)
C (0.6770, 4.7055, 1.2926)
C (1.4362, -3.8916, -1.2948)
C (-0.4917, 1.6951, -2.6270)
C (-3.2458, 1.8375, -2.5769)
C (-2.8832, -1.6273, -2.2699)
C (-2.5414, 1.6966, -1.3964)
H (1.7122, -5.8036, -2.2179)
H (1.2802, 4.8723, 4.0974)
H (0.8641, -3.3674, 1.9766)
H (1.0148, -5.8297, 1.9970)
H (3.7507, 1.3355, 4.1373)
H (-4.8801, -1.7033, -1.4977)
H (-3.1947, -1.6890, -3.3042)
H (-1.7525, -1.3392, 1.3902)
H (-4.1531, -1.5080, 0.8572)
H (1.4265, -7.0547, -0.1092)
H (2.3531, 4.0465, 5.9681)
H (1.5547, -3.3431, -2.2199)
H (-0.8013, -1.5257, -2.7526)

As for the energy relative to the best compared isomer or geometry (same formula, charge and spin): 20.6 kcal/mol. The LUMO energy is 2.329 eV. For the HOMO energy, the calculation gives -5.444 eV. The charge is -1. The total energy is -4203.55014 Eh. Its frontier orbital gap is 7.77 eV.


Max |F|, respectively: 0.701 1.928 2.174 eV/A.